17
Properties=species:S:1:pos:R:3:forces:R:3 method="wB97M-V/def2-TZVPD" spin_multiplicity=1 gap_ev=9.48 e_homo_ha=-0.31336 smiles=CCSCNC relative_energy_kj_mol=82.6 mol_weight_da=105.21
C -1.542 1.210 0.795 -1.256 -1.620 -0.766
C -1.534 -0.330 0.640 0.311 1.375 -1.032
S -1.036 -0.887 -1.035 -0.737 0.020 -0.144
H -2.303 1.591 0.109 0.286 0.244 -0.225
H -1.989 1.344 1.764 0.518 0.724 0.731
H -0.562 1.605 0.587 0.102 0.434 0.499
H -0.794 -0.746 1.263 0.713 -0.489 1.117
H -2.510 -0.696 0.931 -0.149 -0.474 -0.385
C 1.792 -1.085 0.165 1.084 0.143 -0.576
C 0.346 0.222 -1.362 0.308 0.106 1.100
N 1.342 0.253 -0.261 -0.870 -0.949 -0.057
H 1.152 -1.897 -0.168 -0.246 0.188 0.082
H 2.769 -1.265 -0.291 0.111 -0.299 -0.001
H 1.959 -1.164 1.232 -0.277 0.176 0.314
H 0.779 -0.129 -2.301 -0.184 0.062 -0.189
H -0.008 1.251 -1.429 -0.068 -0.078 -0.498
H 2.139 0.724 -0.641 0.355 0.435 0.031